Entry from the Open Molecules 2025 dataset: 13 unconnected molecules or ions with the total composition C38H99N8O36P5 (ωB97M-V/def2-TZVPD).

The geometry in XYZ format:
```
186
Properties=species:S:1:pos:R:3:forces:R:3
C 0.70425 -6.63469 4.02049 0.50 -1.38 0.87
C 1.83822 -6.65749 3.00955 -0.85 0.77 -0.47
O 1.27306 -6.25162 1.73172 -0.22 0.39 -1.27
P 0.87768 -7.32344 0.60879 0.66 0.08 -0.20
O -0.01971 -8.38632 1.07347 0.31 0.21 -0.26
O 2.33115 -7.85721 0.14442 -3.41 -1.10 1.48
C 3.26989 -7.05973 -0.45006 1.24 0.58 -1.48
C 4.62389 -7.58538 -0.06514 0.69 -0.05 0.62
O 0.28987 -6.47712 -0.67959 2.60 -1.13 2.36
C -1.10095 -6.42519 -0.82331 -0.65 -0.04 -0.12
C -1.29783 -5.87231 -2.17124 -1.02 1.27 -2.32
H 0.13506 -5.74968 4.30488 0.47 0.46 -0.84
H -0.00256 -7.41577 3.74039 -0.11 0.07 -0.04
H 1.15511 -6.96173 4.95744 -0.02 -0.17 0.27
H 2.64827 -5.96124 3.22671 -0.13 0.18 -0.01
H 2.29962 -7.63660 2.88086 -0.25 -0.18 0.30
H 3.10336 -7.16119 -1.52247 0.19 0.45 -0.18
H 3.17365 -6.01816 -0.14349 -0.08 0.14 -0.16
H 4.63564 -8.64577 0.18693 -0.40 -0.15 -0.43
H 5.36964 -7.42361 -0.84347 0.03 0.25 0.19
H 4.91004 -7.12033 0.87823 0.40 0.24 -0.11
H -1.55412 -7.41642 -0.80919 0.14 -0.09 0.52
H -1.49964 -5.78263 -0.03829 -0.35 -0.14 0.05
H -0.65550 -6.28261 -2.95045 0.30 -0.41 0.38
H -2.29474 -6.02446 -2.58489 -0.36 -0.27 0.33
H -1.17796 -4.79629 -2.29739 0.31 0.24 0.51
C 7.42792 4.91649 2.25917 1.00 -0.20 -0.50
C 7.18798 3.41220 2.55347 -1.07 1.49 0.40
O 7.87682 2.53731 1.69115 0.37 -1.07 -1.36
P 7.21576 1.69144 0.47261 0.75 -1.05 0.71
O 8.20129 0.86446 -0.30082 -1.68 1.72 1.16
O 6.05110 0.85130 1.22775 0.97 0.48 -0.78
C 5.35234 -0.22937 0.55227 -0.26 -0.22 -0.25
C 4.18426 0.30564 -0.20173 -0.86 0.83 0.44
O 6.40536 2.82485 -0.33031 0.08 -0.50 0.16
C 7.12173 3.58590 -1.30695 0.49 0.17 -0.75
C 6.18323 4.45723 -2.11165 0.02 0.23 0.07
H 8.48875 5.15172 2.17302 0.30 -0.43 -0.17
H 6.99169 5.21864 1.30706 -0.22 -0.09 0.04
H 7.14579 5.64287 3.02131 -0.70 -0.52 0.27
H 7.48181 3.18703 3.57869 0.06 -0.15 -0.10
H 6.11421 3.25434 2.45250 -0.08 -0.23 0.20
H 5.95553 -0.79569 -0.15733 0.69 0.19 0.38
H 4.96184 -0.91017 1.30866 0.53 0.06 0.28
H 3.44256 0.68375 0.50184 -0.19 -0.01 0.10
H 4.46287 1.19183 -0.77194 -0.02 -0.33 -0.56
H 3.69662 -0.48957 -0.76560 0.14 0.17 -0.29
H 7.91435 4.19046 -0.86608 -0.14 0.12 0.51
H 7.66485 2.90764 -1.96504 -0.19 -0.24 -0.10
H 5.69870 5.23406 -1.52016 -0.20 -0.26 0.30
H 6.76346 5.02809 -2.83660 0.13 -0.24 -0.22
H 5.43475 3.86087 -2.63341 -0.05 0.04 0.05
C -0.60220 0.05054 -4.63844 -0.22 1.26 0.65
C -0.46603 1.62885 -4.50618 -0.75 -1.46 -0.72
O 0.91616 1.95727 -4.43264 1.44 0.00 1.26
P 1.56800 2.09278 -2.95579 1.20 1.23 0.85
O 1.03100 1.24252 -1.86755 0.11 0.56 -1.31
O 3.18903 1.98595 -3.17694 -2.29 0.55 -0.04
C 3.70367 0.76657 -3.73039 0.46 0.08 0.26
C 5.19047 0.99912 -4.00256 -0.41 -0.38 0.50
O 1.44657 3.68835 -2.60727 0.27 -1.42 -1.05
C 1.98729 4.59584 -3.60267 -0.20 1.75 0.62
C 1.82343 6.04500 -3.06096 0.43 -0.16 0.02
H -1.61768 -0.31338 -4.79483 -0.20 0.41 -0.05
H 0.01097 -0.36982 -5.43557 0.21 0.34 0.02
H -0.30099 -0.37645 -3.68186 0.24 -0.06 -0.05
H -0.84168 2.16840 -5.37559 0.03 -0.24 -0.22
H -0.99562 2.07611 -3.66500 -0.10 -0.51 0.25
H 3.55642 -0.00900 -2.97878 0.12 -0.18 -0.20
H 3.10792 0.54649 -4.61624 0.29 -0.20 -0.22
H 5.77047 0.97367 -3.08003 -0.18 -0.03 0.25
H 5.57612 0.17197 -4.59854 0.07 0.32 -0.35
H 5.34872 1.99699 -4.41161 -0.01 -0.25 -0.52
H 3.04478 4.39859 -3.77848 -0.02 -0.17 0.17
H 1.48925 4.54882 -4.57109 -0.35 -0.51 0.16
H 1.95476 6.79500 -3.84093 0.02 -0.23 -0.34
H 0.86255 6.27191 -2.59910 -0.14 -0.48 -0.09
H 2.58726 6.29678 -2.32526 0.02 -0.29 0.17
C -2.76838 -0.57783 7.68599 0.12 -0.53 -0.76
C -3.79109 0.53265 7.88920 1.52 -0.89 0.14
O -3.10073 1.65689 7.28411 -0.10 1.11 0.10
P -3.83403 2.73808 6.37920 -0.79 -0.50 -1.90
O -4.88799 3.55192 6.97540 0.25 -0.04 0.44
O -2.69024 3.60687 5.61289 -0.99 -2.47 0.19
C -2.14177 4.71340 6.23474 1.79 1.63 0.84
C -0.67395 4.91903 5.83630 0.02 0.11 -0.65
O -4.42587 1.83191 5.18082 0.57 1.46 1.52
C -3.64197 1.16405 4.20534 -1.13 -1.03 -0.66
C -4.23234 -0.26048 4.12931 0.68 -0.09 -0.35
H -2.78381 -0.80010 6.61901 0.08 -0.33 -0.05
H -1.73863 -0.27582 7.87705 -0.19 0.36 0.34
H -2.93051 -1.50578 8.23437 -0.38 0.11 0.07
H -4.71199 0.26984 7.36865 -0.09 0.43 0.13
H -3.92450 0.66177 8.96327 -0.34 0.66 -0.19
H -2.63090 5.61968 5.87766 -0.44 -0.03 0.23
H -2.21962 4.66585 7.32091 -0.22 -0.04 0.04
H 0.05814 4.13536 6.03122 -0.44 -0.34 0.27
H -0.66257 5.09169 4.76012 0.11 -0.10 -0.19
H -0.26050 5.83043 6.26817 -0.26 0.08 0.24
H -3.84014 1.74284 3.30321 0.33 -0.27 -0.31
H -2.56348 1.11157 4.35441 -0.03 0.32 0.62
H -3.45665 -0.95596 3.80884 -0.08 -0.10 -0.28
H -4.56501 -0.63271 5.09826 0.05 0.33 0.13
H -5.08286 -0.34923 3.45340 0.01 0.13 -0.02
C -2.67513 4.78857 -2.74105 -0.18 0.32 -0.75
C -3.40676 4.07047 -1.59484 2.12 -0.15 -0.61
O -2.85692 4.70056 -0.38509 -0.64 -0.57 1.28
P -2.79311 3.95657 1.06829 1.04 0.42 -1.01
O -4.06832 3.30106 1.38223 0.28 -0.36 0.10
O -2.30015 5.05138 2.15714 0.09 -1.02 -2.35
C -3.28504 5.81815 2.85998 -0.17 0.17 0.28
C -2.64468 7.08309 3.36425 0.55 0.34 0.59
O -1.46318 3.00384 0.91724 -3.14 0.89 -0.59
C -0.37609 3.20910 1.74033 3.01 -1.00 1.14
C 0.70528 2.12325 1.42736 -0.36 1.16 -0.19
H -1.96759 4.15758 -3.27896 -0.08 -0.31 0.23
H -3.36781 5.13013 -3.51022 -0.05 0.10 0.11
H -2.07577 5.64238 -2.42501 -0.32 0.02 0.40
H -4.48353 4.02672 -1.75845 -0.10 0.70 0.87
H -3.06488 3.03781 -1.66428 -0.07 -0.18 0.50
H -4.10799 6.12005 2.21213 -0.23 -0.62 0.03
H -3.56178 5.13575 3.66362 -0.64 0.45 0.08
H -1.58146 6.90546 3.52581 0.04 0.04 0.10
H -2.73501 7.95736 2.71959 -0.07 -0.26 -0.29
H -3.07412 7.37406 4.32291 -0.08 -0.05 0.04
H 0.03760 4.20796 1.60161 0.00 0.04 0.06
H -0.60382 3.05171 2.79460 -0.47 0.34 0.09
H 1.22850 2.34621 0.49750 -0.45 -0.36 -0.32
H 1.51205 2.13459 2.16023 -0.29 -0.02 0.43
H 0.20113 1.15687 1.42063 0.27 -0.10 -0.18
C -4.16289 -4.18379 0.14950 -1.56 -1.17 -0.10
N -3.45358 -3.83981 1.37151 2.20 2.26 1.38
O -2.94441 -4.74968 2.04674 -1.11 1.92 -1.21
O -3.35535 -2.59907 1.61261 -0.32 -3.08 -0.15
H -3.58453 -4.22085 -0.77366 0.60 0.20 0.48
H -5.00548 -3.50646 0.01033 0.21 0.13 0.15
H -4.53148 -5.17950 0.39606 -0.12 -0.08 -0.53
C -1.38413 -1.26076 -0.88589 -0.70 1.02 -0.03
N -0.31993 -1.95874 -0.11137 -2.62 1.22 -1.29
O -0.62463 -2.69588 0.76609 -0.26 -1.62 1.56
O 0.76698 -1.66779 -0.47126 3.06 0.06 -0.24
H -2.27772 -1.01726 -0.31116 0.25 -0.50 0.45
H -1.71355 -1.86089 -1.73408 0.43 -0.02 -0.06
H -0.90442 -0.31882 -1.15182 -0.13 -0.15 -0.54
C 2.22631 -2.75914 -2.91052 -1.62 0.43 0.58
N 3.56843 -3.29223 -2.68942 0.97 -1.45 -0.42
O 3.68710 -4.51651 -2.70544 -0.28 0.89 0.09
O 4.51336 -2.53450 -2.55023 -0.63 0.16 0.06
H 2.17682 -1.71195 -2.61213 0.21 -0.09 -0.42
H 1.50182 -3.27888 -2.28356 0.50 -0.24 0.40
H 1.80886 -2.98414 -3.89196 0.79 0.27 -0.36
C -1.76098 -3.55572 -7.01993 -1.81 -0.42 -0.37
N -0.62580 -3.22595 -6.20836 1.46 0.25 0.73
O 0.38550 -3.04571 -6.84349 1.05 0.25 -0.05
O -0.69360 -3.14144 -4.99132 -0.45 -0.22 -0.55
H -1.51679 -3.40612 -8.07163 -0.01 0.23 0.35
H -2.58053 -2.93799 -6.65271 -0.12 -0.18 -0.21
H -1.99982 -4.60978 -6.87846 -0.03 0.08 0.24
C -4.91730 0.66402 0.31629 0.66 0.52 -1.02
N -5.41841 -0.62216 -0.26669 -1.17 -0.76 0.68
O -4.95798 -1.09231 -1.28697 0.86 0.66 -0.34
O -6.32425 -1.18911 0.31887 0.00 0.41 0.47
H -4.76324 0.61756 1.39435 -0.03 -0.38 -0.33
H -5.59262 1.48974 0.09215 -0.45 -0.41 0.09
H -4.03032 0.90836 -0.26823 0.22 -0.16 0.45
C -5.91314 -3.99820 -3.63953 1.37 0.80 0.31
N -4.89475 -3.00734 -4.12113 1.01 1.19 -0.53
O -5.34980 -1.89558 -4.40879 0.94 -1.35 0.17
O -3.70338 -3.33918 -4.24239 -2.05 0.43 0.24
H -5.99204 -4.67256 -4.49224 -0.71 -0.03 0.32
H -6.71780 -3.32976 -3.33326 -0.40 -0.81 -0.34
H -5.44716 -4.48277 -2.78154 -0.21 -0.20 -0.15
C 1.55347 -2.47055 2.78788 -0.94 -0.48 -0.86
N 2.30552 -2.58272 4.08388 -1.34 0.18 -2.78
O 1.71505 -2.36011 5.08408 -1.12 0.47 2.19
O 3.44503 -2.89644 3.98390 2.39 -0.60 0.09
H 1.72331 -3.33676 2.14840 0.53 -0.13 0.35
H 1.84638 -1.60466 2.19414 0.24 0.13 0.49
H 0.47247 -2.48324 2.92712 0.25 0.35 0.56
C -5.26430 1.06371 -5.31031 -0.46 0.80 0.21
N -4.23404 1.83785 -4.55187 0.38 -0.68 0.25
O -4.06448 3.00848 -4.81992 0.09 -0.27 0.09
O -3.65242 1.20736 -3.67056 -0.24 0.78 -0.64
H -5.82661 1.76816 -5.92320 0.20 -0.04 0.05
H -5.89324 0.70204 -4.49685 0.02 -0.59 -0.47
H -4.79205 0.30391 -5.93304 -0.03 -0.05 0.51
```
Positions in Å, forces in eV/Å.

The frontier orbital gap is 9.492 eV. The calculation puts the total energy at -6360.42924 Ha. Its energy relative to the best compared isomer or geometry (same formula, charge and spin) is 362.0 kJ/mol. Its total charge is 0. The LUMO energy comes out at -0.028 Ha. As for the multiplicity: 1.

Entry from the Open Molecules 2025 dataset: a molecular structure, C14H8IrNOS7 (ωB97M-V/def2-TZVPD).

The geometry in XYZ format:
```
32
Properties=species:S:1:pos:R:3:forces:R:3
Ir 0.74248 0.23605 -0.22787 -1.01 -0.48 -0.82
S 2.60168 0.56545 1.75873 -0.12 -0.30 -0.61
C 1.36498 1.59075 2.30273 0.27 0.00 0.23
C 1.43938 2.30215 3.51573 -0.20 0.11 0.14
C 0.39838 3.11555 3.87773 -0.01 0.03 0.00
C -0.71862 3.20955 3.04343 -0.01 0.01 0.03
C -0.72172 2.47815 1.87213 -0.44 0.26 -0.03
N 0.28458 1.70535 1.50163 0.92 -0.46 -0.18
H 2.31718 2.18645 4.13393 0.04 -0.01 0.00
H 0.44248 3.68265 4.80243 -0.02 -0.02 -0.01
H -1.55382 3.83785 3.30803 -0.14 0.04 -0.06
H -1.55932 2.51325 1.18863 -0.07 0.01 -0.07
O 2.41778 3.26245 -6.37597 0.10 0.14 -0.47
C 2.12948 2.75815 -5.31677 -0.10 -0.08 0.41
S 0.63268 3.07935 -4.45267 -0.01 -0.09 0.31
C 0.96698 2.10995 -3.00117 1.39 -0.31 -1.00
C 2.13568 1.41175 -3.01067 -0.93 1.00 -0.92
S 2.74768 0.42405 -1.76177 -1.02 -0.66 1.50
S 3.14568 1.60935 -4.46117 -0.11 -0.10 0.30
S -0.15722 2.18945 -1.72087 -0.16 -1.51 1.60
S -0.33692 -1.39315 1.50123 0.98 1.61 -0.69
C -1.02772 -2.69455 0.59923 -0.28 -0.38 -0.53
C -1.61672 -3.74885 1.30163 0.12 0.25 -0.06
C -2.21522 -4.80135 0.64293 -0.22 -0.39 -0.09
C -2.23192 -4.82935 -0.74757 -0.16 -0.24 0.12
C -1.64272 -3.80555 -1.45967 0.05 0.11 0.01
C -1.03462 -2.72825 -0.81177 0.05 0.00 0.58
S -0.32802 -1.48095 -1.78287 1.09 1.53 0.33
H -1.59582 -3.71545 2.38303 -0.02 -0.01 0.09
H -2.67492 -5.60335 1.20963 0.00 -0.03 0.01
H -2.70722 -5.65205 -1.27077 0.01 -0.01 -0.01
H -1.64462 -3.81485 -2.54127 0.00 -0.01 -0.10
```
Positions in Å, forces in eV/Å.

The frontier orbital gap (spin up / spin down) is 5.489 / 5.468 eV. The calculation puts the total energy at -3560.04596 Ha. Its energy relative to the best compared isomer or geometry (same formula, charge and spin) is 178.2 kJ/mol. Its total charge is -2. The LUMO energy (spin up / spin down) comes out at 0.176 / 0.176 Ha. As for the multiplicity: 1.